(1)
# C3H5NO2S

One molecule with the formula C3H5NO2S at a distorted geometry (the ωB97M-V functional and the def2-TZVPD basis, the Open Molecules 2025 dataset).

Last column: natural (NBO) charge in e.
Geometry (Å):
C (-0.19291, 2.22908, -1.39857)  -0.183
C (-0.03301, 1.03704, -1.44061)  -0.062
C (0.37204, -0.27893, -1.39623)  -0.537
S (0.20902, -1.02494, 0.52264)  2.080
N (-0.22246, -0.29416, 2.19451)  -0.944
O (-0.90432, -1.92296, 0.46387)  -0.948
O (1.56303, -1.44641, 0.67595)  -0.919
H (-0.75331, 3.04380, -1.01894)  0.240
H (1.41939, -0.43385, -1.50793)  0.270
H (-0.27840, -1.08927, -1.73030)  0.270
H (-1.16571, -0.45281, 2.38477)  0.375
H (-0.01337, 0.63342, 2.25086)  0.358

Calculated values
energy = -720.57571 Eh
SMILES string = C#CCS(N)(=O)=O
frontier orbital gap = 9.1 eV


(2)
# C5H9NOS

A 2-piece molecular cluster, C5H9NOS overall at a distorted geometry (the ωB97M-V functional and the def2-TZVPD basis, the Open Molecules 2025 dataset).

Last column: natural (NBO) charge in e.
Geometry (Å):
C (0.36270, 0.03777, -1.51763)  -0.275
C (0.71136, -0.42479, -0.46498)  0.009
C (1.15832, -0.70747, 0.87630)  -0.496
C (2.63885, -1.03547, 0.74214)  -0.591
H (0.00208, 0.22080, -2.49840)  0.239
H (0.87117, 0.17496, 1.53953)  0.241
H (0.60223, -1.62912, 1.26879)  0.227
H (3.19052, -1.21297, 1.70085)  0.210
H (3.21378, -0.15394, 0.32215)  0.217
H (2.74605, -1.91174, 0.18783)  0.212
O (-2.34598, 2.26621, 0.68642)  -0.593
C (-2.16398, 1.06740, 0.61643)  0.524
N (-2.47149, 0.33309, -0.44612)  -0.760
S (-2.79565, 1.29065, -1.90950)  0.160
H (-1.65572, 0.44795, 1.52339)  0.111
H (-2.45720, -0.71293, -0.66774)  0.443
H (-1.60704, 1.94960, -1.95948)  0.122

Calculated values
energy = -723.98116 Eh
SMILES string = C#CCC.O=CNS
frontier orbital gap = 9.9 eV


(3)
# C3H3CrLiO4

C3H3CrLiO4 as an isolated structure at a distorted geometry (the ωB97M-V functional and the def2-TZVPD basis, the Open Molecules 2025 dataset).

Last column: natural (NBO) charge in e.
Geometry (Å):
O (2.06158, 0.22941, 1.76020)  -0.181
O (0.11316, -0.55911, -1.50597)  -0.720
C (0.09468, 0.56767, -0.94104)  0.810
C (-0.16798, -1.05661, 1.09066)  -0.830
O (1.12534, 1.07835, -0.41834)  -0.676
O (-1.09340, 1.01009, -0.65335)  -0.957
C (1.22674, -0.47315, 1.04638)  0.245
H (-0.32425, -2.13375, 0.97271)  0.273
H (1.75838, -1.28442, 0.50808)  0.325
H (0.38856, -0.79770, 2.31276)  0.303
Li (-0.80357, 1.60359, -2.57975)  0.987
Cr (-1.79511, 0.23658, 0.96501)  1.420

Calculated values
net charge = +1
2S+1 = 6
energy = -1468.61368 Eh
frontier orbital gap (spin up / spin down) = 7.3 / 5.9 eV


(4)
# C28H35N2OOs

C28H35N2OOs as an isolated structure (the ωB97M-V functional and the def2-TZVPD basis, the Open Molecules 2025 dataset).

Last column: natural (NBO) charge in e.
Geometry (Å):
Os (-0.66563, 0.57473, -0.85118)  0.986
C (-2.86282, 0.18292, 3.95900)  -0.593
C (-2.45148, 1.10640, 2.81180)  -0.449
C (-1.02099, 1.57567, 2.91987)  0.063
C (-0.69494, 2.53619, 3.87133)  -0.247
C (0.59665, 3.02118, 3.98969)  -0.230
C (1.57856, 2.53873, 3.13915)  -0.218
C (1.29177, 1.57413, 2.18022)  -0.021
C (2.39578, 1.05606, 1.29671)  -0.422
C (2.94069, -0.28114, 1.80095)  -0.601
C (-0.01722, 1.08256, 2.07188)  0.145
N (-0.34598, 0.11773, 1.08408)  -0.659
C (-0.62961, -1.16378, 1.48011)  -0.037
C (-1.25749, -1.95651, 0.51471)  0.020
C (-1.76783, -3.26459, 0.46410)  -0.301
C (-2.34130, -3.41353, -0.81118)  -0.331
C (-2.14633, -2.22264, -1.49507)  -0.060
N (-1.48668, -1.32670, -0.70462)  -0.611
H (-3.92351, -0.06899, 3.89812)  0.200
H (-2.67959, 0.65237, 4.92836)  0.191
H (-2.29427, -0.74771, 3.92255)  0.208
H (-3.10007, 1.98677, 2.79473)  0.204
H (-2.59044, 0.59121, 1.86310)  0.231
H (-1.47861, 2.92390, 4.51457)  0.197
H (0.83277, 3.78079, 4.72508)  0.199
H (2.59139, 2.92211, 3.20774)  0.197
H (3.20046, 1.79658, 1.27352)  0.193
H (2.02901, 0.94043, 0.27573)  0.236
H (3.30581, -0.18545, 2.82652)  0.194
H (3.76466, -0.63476, 1.17675)  0.195
H (2.15611, -1.03938, 1.78346)  0.222
H (-0.40857, -1.47361, 2.49361)  0.187
H (-1.73454, -3.99609, 1.25658)  0.199
H (-2.84077, -4.29063, -1.19568)  0.199
H (-2.44322, -1.95967, -2.49902)  0.187
C (0.05070, -0.51766, -4.33834)  -0.601
C (1.10025, -0.34041, -3.23284)  -0.176
C (2.40822, 0.12000, -3.89621)  -0.593
C (0.60267, 0.74233, -2.26754)  -0.483
C (1.37464, -1.65614, -2.49547)  0.117
C (0.74987, -2.85381, -2.81953)  -0.244
C (1.01617, -4.02165, -2.11207)  -0.201
C (1.93137, -4.01907, -1.07576)  -0.234
C (2.57469, -2.83167, -0.74537)  -0.209
C (2.29196, -1.66977, -1.44198)  -0.250
H (-0.11001, 0.44228, -4.83169)  0.210
H (-0.90234, -0.83710, -3.91553)  0.215
H (0.37128, -1.24473, -5.09231)  0.190
H (2.23438, 1.04248, -4.45626)  0.200
H (2.78683, -0.64075, -4.58484)  0.198
H (3.17890, 0.31958, -3.14998)  0.204
H (1.19933, 1.66197, -2.33562)  0.156
H (0.01531, -2.88621, -3.61134)  0.210
H (0.48055, -4.92943, -2.36180)  0.202
H (2.12715, -4.92415, -0.51402)  0.199
H (3.28158, -2.80893, 0.07467)  0.201
H (2.77080, -0.74180, -1.15121)  0.210
C (-3.40123, 2.32284, -0.54894)  -0.245
O (-2.26557, 3.06125, -0.17094)  -0.569
C (-1.04489, 2.58196, -0.65409)  0.003
C (-0.00336, 3.61712, -0.38257)  -0.698
H (-4.25965, 2.77659, -0.05182)  0.173
H (-3.32666, 1.27016, -0.25075)  0.173
H (-3.54650, 2.35535, -1.63493)  0.166
H (-0.32465, 4.60453, -0.73850)  0.195
H (0.93419, 3.35781, -0.87603)  0.206
H (0.20231, 3.71179, 0.69629)  0.203

Calculated values
net charge = -1
2S+1 = 5
energy = -1363.24546 Eh
frontier orbital gap (spin up / spin down) = 4.8 / 6.9 eV


Taking the records one at a time from the top gives molar mass values of 119.145 131.200 161.990 605.831 g mol⁻¹.